Entry 1:
C30H31N13S2V | wB97M-V/def2-TZVPD

Element x y z (Å)
C  2.62  -0.22  -5.16
C  -2.40  -4.25  1.51
C  3.62  0.38  -7.07
H  -3.28  -2.75  4.08
H  2.49  -0.15  -10.64
C  -0.93  3.45  1.44
H  0.67  -1.56  -4.10
H  -2.96  -1.24  3.06
C  1.21  -1.02  -3.34
N  3.67  0.49  -5.69
C  1.19  2.19  2.11
H  0.93  -5.64  0.53
C  2.42  -0.38  -7.29
C  3.57  -3.57  -0.25
C  -1.20  -4.60  0.95
H  1.02  -1.03  -8.73
H  3.48  -1.43  0.27
N  1.73  -2.34  0.62
C  -3.24  -2.32  3.03
H  -2.12  0.16  0.01
H  3.98  0.80  2.96
H  -7.60  3.15  6.24
N  -0.33  -3.53  1.20
H  -6.44  1.94  6.78
H  -3.48  2.23  -0.02
H  5.33  1.58  -7.86
H  -1.02  -5.40  0.29
V  0.86  -0.47  0.81
H  4.56  -3.57  -0.75
H  4.41  0.90  -5.15
H  3.78  1.31  -3.06
C  1.97  -0.51  -8.59
N  2.89  2.62  3.30
H  3.35  -5.73  -0.18
N  1.63  3.11  2.96
C  3.12  1.44  2.73
H  3.37  2.99  4.16
C  -0.98  -2.59  1.99
C  2.51  0.51  -1.52
H  -0.56  4.41  1.67
C  1.57  -4.75  0.49
C  2.79  -0.01  -9.60
N  1.80  -0.69  -6.10
C  4.44  0.96  -8.05
C  0.72  -0.90  -2.04
C  -2.55  2.23  0.52
C  1.01  -3.50  0.79
C  3.00  -2.40  0.24
S  -0.28  -1.20  2.71
H  -0.21  -1.35  -1.70
C  -3.33  3.55  6.01
H  -3.72  3.59  7.08
C  -0.10  2.29  1.48
H  -4.26  -2.46  2.61
H  -2.24  3.62  5.96
H  -3.08  1.70  5.05
C  -4.91  2.20  4.68
C  -1.77  1.10  0.53
N  -2.15  3.38  1.01
N  -5.96  3.04  4.95
H  -3.79  4.40  5.43
N  2.04  1.13  1.95
N  1.38  -0.12  -1.17
N  -2.26  -3.03  2.20
C  -6.52  3.00  6.30
H  3.03  1.04  -0.75
C  2.35  -0.28  -3.75
N  -3.82  2.24  5.45
N  -0.47  1.15  0.86
C  2.98  0.58  -2.78
H  -5.93  3.71  6.86
C  3.98  0.69  -9.37
S  -5.07  1.30  3.28
C  2.89  -4.80  0.03
H  -3.35  -4.72  1.54
H  -6.64  2.85  4.24
H  4.54  1.12  -10.25

* HOMO level (spin up / spin down): -11.85 / -11.85 eV
* Kohn-Sham gap (spin up / spin down): 6.245 / 6.207 eV
* multiplicity: 4
* LUMO (spin up / spin down): -5.6 / -5.6 eV
* total charge: +2
* energy above the lowest of the compared OMol25 structures with the same formula, charge and spin: 37.00 kcal per mole
* molar mass: 688.7 g/mol

Entry 2:
C32H86N6O10 | wB97M-V/def2-TZVPD

Element x y z (Å)
H  -0.15  6.29  11.38
C  7.08  9.86  12.84
H  6.88  10.99  17.93
C  3.44  9.81  9.64
H  -3.47  11.11  13.51
C  -3.59  8.57  7.92
H  -1.88  11.36  11.83
H  -2.65  3.74  11.17
H  7.95  12.12  15.30
N  -3.31  3.46  11.90
H  -4.34  12.01  15.09
O  -0.73  2.81  14.37
C  1.66  10.75  14.08
O  -4.41  4.99  9.56
C  5.55  9.75  12.74
H  -1.53  8.67  18.57
H  0.35  6.84  9.78
O  6.11  10.46  16.10
H  4.29  10.35  17.02
H  0.59  12.19  8.85
H  5.26  10.78  12.93
H  -6.19  4.46  10.54
N  -1.53  4.79  9.69
H  -2.47  6.32  10.78
C  -2.48  9.23  13.35
C  -0.47  6.87  10.51
C  -1.54  11.93  9.32
H  -1.29  12.88  7.41
H  1.12  2.52  13.48
O  1.13  10.60  12.78
N  5.15  9.34  11.37
H  8.44  12.19  12.96
H  -1.49  6.89  7.96
H  0.17  10.93  12.80
H  3.56  10.72  11.54
O  4.28  10.72  8.99
O  -2.70  8.22  8.92
H  -2.55  9.09  12.26
C  8.04  11.83  16.34
C  -5.09  5.09  8.35
C  1.28  10.11  19.32
H  -1.59  12.88  9.87
H  -1.59  12.43  13.03
H  -4.70  13.57  6.78
H  -3.06  8.63  6.95
H  -4.30  5.25  12.13
H  5.12  9.05  13.47
H  -5.28  4.10  7.92
H  0.24  11.28  10.34
H  -4.02  12.24  16.80
N  -1.51  11.43  12.80
C  -1.46  2.67  13.16
H  2.37  10.08  9.51
O  -3.28  12.71  7.94
N  -2.40  10.90  10.00
H  -0.61  7.90  10.83
C  9.01  10.64  16.40
C  1.66  9.44  14.79
H  -3.14  6.32  8.34
H  -0.73  4.69  9.05
H  7.44  10.09  13.85
H  4.71  8.99  15.95
C  0.06  9.80  18.47
H  9.13  11.90  11.37
H  -5.12  3.15  10.05
H  4.01  9.86  7.11
C  0.48  2.15  14.29
H  -3.08  13.70  6.14
C  -2.13  10.91  15.15
H  6.06  12.28  17.06
H  -3.93  9.59  8.12
C  -2.67  3.55  13.19
C  -4.51  4.20  11.83
H  1.00  2.31  15.23
N  8.64  12.91  17.15
H  2.98  11.27  7.47
H  -1.96  11.23  7.34
H  2.25  9.48  15.71
H  0.33  1.07  14.13
H  -1.28  10.29  15.46
H  2.71  11.08  13.94
H  -4.45  5.62  7.63
H  3.07  9.02  11.56
C  -5.12  4.17  10.47
H  8.53  9.73  16.02
H  5.50  9.09  17.49
H  3.52  8.82  9.14
H  -2.20  9.95  9.61
H  7.57  8.87  12.68
H  -3.39  3.18  13.93
H  8.41  12.74  18.13
H  1.04  10.33  20.35
H  -3.35  8.74  13.78
O  -3.16  10.56  16.01
C  5.12  9.71  16.67
O  7.55  10.73  11.83
C  3.75  9.75  11.09
H  -0.52  10.73  18.30
H  -3.94  12.11  6.07
H  -0.81  2.98  12.32
H  0.63  9.23  15.10
H  9.43  10.71  12.66
C  -3.77  13.02  6.66
H  -6.03  5.65  8.45
C  -2.47  10.68  13.69
H  -5.13  10.95  16.28
H  0.35  9.48  17.46
H  1.82  10.96  18.89
H  -4.43  7.89  7.83
C  8.69  11.40  12.24
H  -2.32  4.53  9.08
H  8.15  13.80  16.97
C  -0.08  11.46  9.32
H  4.69  11.50  7.18
H  1.98  9.27  19.29
H  -0.01  10.52  8.76
H  1.19  11.55  14.66
H  9.22  10.39  17.45
C  -2.29  6.88  8.74
H  -5.23  3.79  12.54
H  -2.41  4.59  13.46
H  -1.56  8.74  13.66
O  -0.80  8.88  19.16
H  -1.70  1.61  13.02
C  -4.21  11.47  16.04
H  5.10  8.32  11.47
C  -1.74  6.22  9.96
H  9.96  10.88  15.94
C  6.73  11.41  16.92
C  -1.99  12.19  7.90
H  2.01  8.66  14.13
H  -1.79  11.94  15.33
C  3.98  10.82  7.65
H  -3.34  11.12  9.67

* HOMO level: -8.39 eV
* Kohn-Sham gap: 8.881 eV
* LUMO: 0.5 eV
* energy above the lowest of the compared OMol25 structures with the same formula, charge and spin: 0.00 kcal per mole
* molar mass: 715.1 g/mol
* SMILES: COC[C@H](C)N.COC[C@H](C)N.COC[C@H](C)N.COC[C@H](C)N.COCCNCCOC.COCCNCCOC.CCO.CCO

Entry 3:
C7H11ClO3Si | wB97M-V/def2-TZVPD

Element x y z (Å)
C  -1.43  -2.08  -0.49
Cl  -3.03  -1.30  2.34
H  -2.39  -1.15  -2.24
H  1.18  -1.72  0.23
O  -2.09  1.35  -0.90
O  0.79  0.29  2.54
H  3.42  0.30  1.15
Si  -1.86  -0.63  0.75
H  -3.24  2.88  0.85
C  -2.52  0.96  0.16
H  -4.55  1.77  0.80
C  1.51  -0.72  0.44
C  -1.45  -1.71  -2.02
H  1.39  -0.13  -0.54
H  -3.17  1.62  1.90
O  -1.12  -3.16  -0.13
C  3.06  -0.65  0.79
H  3.48  -0.77  -0.13
C  0.62  -0.11  1.46
H  3.40  -1.28  1.54
C  -3.48  1.85  0.93
H  -1.31  -2.60  -2.51
H  -0.60  -1.05  -2.18

* HOMO level (spin up / spin down): -7.94 / -7.94 eV
* Kohn-Sham gap (spin up / spin down): 7.640 / 7.640 eV
* LUMO (spin up / spin down): -0.3 / -0.3 eV
* energy above the lowest of the compared OMol25 structures with the same formula, charge and spin: 59.97 kcal per mole
* molar mass: 206.7 g/mol